Record 1
DFT (the ωB97M-V functional and the def2-TZVPD basis) results for the molecule C5H9NO at a distorted geometry.

CARTESIAN COORDINATES (ANGSTROEM)
O -0.548121 -1.257043 -1.656382
C -0.812041 -0.118086 -1.262394
N -0.888204 0.405532 0.158246
C -0.643271 -0.419870 1.449377
C 0.874331 -0.891324 0.972792
C 1.513852 0.580792 0.464375
C 0.258080 1.330947 0.069970
H -0.916249 0.845391 -1.877902
H -1.534189 -0.959630 0.918071
H -0.657266 0.448164 2.075284
H 1.710710 -1.293640 1.682318
H 0.319409 -1.227862 0.049574
H 2.185199 0.836893 1.405218
H 1.863503 0.126268 -0.449730
H -0.196857 2.326192 0.251806
H 0.193219 1.837549 -0.913534

Forces on atoms 1 to 2 (eV/Å):
O -1.3056 2.8671 0.7120
C 0.2127 -1.1744 1.1198

## Properties
Structure (SMILES): O=CN1CCCC1
E_tot in eV: -8862.3194
HOMO energy in eV: -9.43
Energy relative to the best compared isomer or geometry (same formula, charge and spin) in eV: 6.893
Frontier orbital gap in eV: 10.308
LUMO in eV: 0.88


Record 2
DFT (the ωB97M-V functional and the def2-TZVPD basis) results for a structure of composition C25H27AuN4S at a distorted geometry.

CARTESIAN COORDINATES (ANGSTROEM)
Au 0.125760 -0.100949 0.637110
N -1.695056 -0.499223 1.736845
C -1.932943 0.735366 2.475822
C -3.111574 1.422446 2.249626
C -3.358419 2.610216 2.923055
C -2.413814 3.106650 3.807079
C -1.228282 2.416402 4.013740
C -0.963216 1.224918 3.349772
C 0.314785 0.495895 3.532639
C 1.019375 0.506900 4.740159
C 2.188388 -0.218331 4.902385
C 2.670127 -1.023954 3.879953
C 1.998293 -1.068676 2.662344
C 0.866367 -0.290505 2.536261
H -1.466088 -1.281873 2.346637
H -2.508536 -0.742787 1.181873
H -3.854727 1.016018 1.572304
H -4.291044 3.133683 2.765785
H -2.592990 4.035540 4.329793
H -0.482034 2.830701 4.678600
H 0.613008 1.063532 5.575093
H 2.713403 -0.174686 5.846465
H 3.575457 -1.601495 4.009161
H 2.360190 -1.686276 1.850993
S 0.479045 -2.083094 -1.300667
C -0.685767 -3.134774 -1.977366
N -0.702171 -4.432197 -1.559431
C -1.496252 -5.377497 -2.102213
C -2.351196 -5.020740 -3.099544
C -2.334983 -3.671584 -3.475477
N -1.544833 -2.758242 -2.937204
H -0.036663 -4.685623 -0.838495
H -1.407355 -6.378797 -1.704665
H -3.003086 -5.740221 -3.568914
H -2.996043 -3.321638 -4.260454
C -1.458301 0.633660 -3.640499
N -0.103040 0.599461 -3.031556
C 0.955411 0.591728 -4.081223
C 0.076748 1.736795 -2.053719
C 1.403757 1.716212 -1.345497
C 2.395292 2.576803 -1.817995
C 3.640996 2.641911 -1.222011
C 3.914185 1.821920 -0.139551
C 2.936024 0.965739 0.350294
C 1.671105 0.914516 -0.228564
H -1.583607 -0.247912 -4.262369
H -1.549099 1.538663 -4.237259
H -2.203855 0.636545 -2.849005
H 0.007510 -0.297979 -2.518529
H 0.899390 1.521562 -4.643615
H 0.776469 -0.255654 -4.737948
H 1.925532 0.494353 -3.603532
H -0.763839 1.700861 -1.354583
H -0.024355 2.645243 -2.647113
H 2.178928 3.209659 -2.671905
H 4.384666 3.333179 -1.593223
H 4.881158 1.862234 0.343920
H 3.171800 0.355391 1.206417

Forces on atoms 1 to 2 (eV/Å):
Au -0.4359 -0.1531 -0.3637
N 0.3100 -0.2100 0.0481

## Properties
E_tot in eV: -46836.1766
HOMO energy in eV: -13.75
Net charge: +2
Energy relative to the best compared isomer or geometry (same formula, charge and spin) in eV: 1.087
Frontier orbital gap in eV: 7.008
LUMO in eV: -6.75


Record 3
DFT (the ωB97M-V functional and the def2-TZVPD basis) results for a cluster of 2 separate species, CH7NO2 in total.

CARTESIAN COORDINATES (ANGSTROEM)
N -0.877330 -1.600817 0.807378
C 0.203668 -1.121572 -0.039579
O 0.258621 -1.910799 -1.214148
H -1.298326 -0.837965 1.322692
H -0.544851 -2.263065 1.500547
H 0.017942 -0.086940 -0.329723
H 1.189316 -1.189103 0.431626
H -0.532387 -2.460893 -1.189239
O 0.493721 3.457203 -0.315441
H 0.098992 4.229323 0.101581
H 0.990633 3.784629 -1.075695

Forces on atoms 1 to 2 (eV/Å):
N 0.2336 0.2270 0.2903
C -0.1126 -0.2342 -0.1066

## Properties
Structure (SMILES): NCO.O
E_tot in eV: -6735.2466
HOMO energy in eV: -9.78
Energy relative to the best compared isomer or geometry (same formula, charge and spin) in eV: 0.097
Frontier orbital gap in eV: 10.619
LUMO in eV: 0.84


Record 4
DFT (the ωB97M-V functional and the def2-TZVPD basis) results for a structure of composition C25H28CaCl3N5O3P.

CARTESIAN COORDINATES (ANGSTROEM)
Ca 0.444129 -0.369831 -0.083541
Cl -3.590363 4.100107 4.410372
C -2.505259 2.935942 3.716772
C -2.416247 1.652623 4.263397
C -1.552766 0.733202 3.720029
C -0.746558 1.013197 2.585437
O 0.053036 0.107934 2.118349
C -0.864845 2.325818 2.042712
C -0.106234 2.804300 0.905438
N 0.427186 2.080786 -0.007667
C 1.174706 2.711526 -1.026228
C 0.876564 3.933071 -1.574184
C 1.706975 4.510623 -2.557812
C 2.833811 3.868087 -2.983612
C 3.150088 2.586663 -2.472730
C 4.291890 1.858109 -2.881075
C 4.505033 0.606429 -2.388034
C 3.552982 0.059008 -1.506246
N 2.499284 0.710335 -1.077563
C 2.297800 1.984603 -1.525235
C -1.718856 3.267012 2.644502
H -3.020831 1.395796 5.123531
H -1.472524 -0.253913 4.160958
H 0.001464 3.892723 0.859483
H -0.011208 4.463487 -1.254433
H 1.446606 5.479042 -2.963437
H 3.487622 4.317945 -3.719721
H 4.978017 2.304871 -3.590172
H 5.363849 0.019454 -2.680347
H 3.661318 -0.962770 -1.159468
H -1.770481 4.270498 2.238275
Cl 1.627297 0.104561 -4.628618
C 0.276414 1.141764 -4.178684
Cl -0.724642 0.417260 -2.900603
H -0.356434 1.286041 -5.045764
H 0.666190 2.082409 -3.803984
C -3.443197 -1.747833 1.513240
P -3.239145 -0.650721 0.107424
C -3.905344 0.939716 0.594081
C -4.292935 -1.271038 -1.206701
O -1.802396 -0.580292 -0.334141
H -4.483847 -1.782435 1.836674
H -2.822446 -1.381341 2.331283
H -3.115632 -2.749503 1.233937
H -4.969182 0.852164 0.817495
H -3.765632 1.648355 -0.223209
H -3.379683 1.309558 1.475354
H -5.330347 -1.339783 -0.879371
H -3.943287 -2.257035 -1.512119
H -4.228887 -0.597092 -2.061312
C 2.030735 -5.115579 -1.365400
N 1.731561 -4.450215 -0.100081
C 1.806213 -5.090925 1.097369
C 1.528083 -4.474644 2.265248
C 1.141973 -3.098489 2.195233
N 1.083588 -2.482004 1.019406
C 1.367756 -3.115170 -0.133398
O 1.303755 -2.499080 -1.207398
N 0.824853 -2.373841 3.261487
H 2.275715 -6.154553 -1.163135
H 2.870450 -4.626820 -1.854370
H 1.168439 -5.060169 -2.025616
H 2.102973 -6.129828 1.053879
H 1.593269 -5.003237 3.203177
H 0.882244 -2.759522 4.186292
H 0.545352 -1.397388 3.094564

Forces on atoms 1 to 2 (eV/Å):
Ca -0.0471 0.0087 0.0969
Cl -0.0064 0.0074 0.0047

## Properties
E_tot in eV: -105271.0087
HOMO energy in eV: -9.88
Net charge: +1
Energy relative to the best compared isomer or geometry (same formula, charge and spin) in eV: 0.000
Frontier orbital gap in eV: 7.268
LUMO in eV: -2.61


Record 5
DFT (the ωB97M-V functional and the def2-TZVPD basis) results for a cluster of 3 separate species, C2H8NO in total at a distorted geometry.

CARTESIAN COORDINATES (ANGSTROEM)
N 0.903080 -1.034729 -2.222841
H 0.441863 -1.920340 -2.053932
H 0.426772 -0.563469 -2.985519
H 1.909593 -1.011670 -2.307513
H 0.160031 -0.417906 -1.104864
O -0.427869 -0.646488 0.418554
C -0.828207 0.320937 1.070701
C 0.035380 1.491778 1.338331
H -1.817896 0.128755 1.514173
H -0.338944 2.361504 1.874620
H 0.912483 1.090890 1.871121
H 0.386476 1.828892 0.356360

Forces on atoms 1 to 2 (eV/Å):
N -3.7630 2.1833 2.7400
H 0.6651 -0.6054 -0.3722

## Properties
E_tot in eV: -5732.8768
HOMO energy in eV: -15.22
Net charge: +1
Energy relative to the best compared isomer or geometry (same formula, charge and spin) in eV: 2.007
Frontier orbital gap in eV: 10.794
LUMO in eV: -4.42


Record 6
DFT (the ωB97M-V functional and the def2-TZVPD basis) results for a structure of composition C5H11ClIrMnNS at a distorted geometry.

CARTESIAN COORDINATES (ANGSTROEM)
Ir -1.857832 -0.245030 -2.152601
Cl -1.055665 -0.373557 -4.207238
C -1.343709 -1.493533 -0.567982
C -1.001234 1.479176 -1.519181
H -1.176091 -2.535215 -0.949532
H -0.798048 -1.519633 0.441492
H -2.383513 -1.324523 -0.179057
H -0.052571 1.780157 -2.013668
H -0.830981 1.633482 -0.431719
H -1.786248 2.176302 -1.890561
Mn 0.734268 -0.524010 0.483452
C 1.853970 0.921213 1.034250
C 2.396178 -1.378979 0.217809
H 2.646105 1.059385 0.298650
H 1.249851 1.810923 1.203054
H 2.184199 0.450242 1.968144
H 2.864750 -0.616311 -0.542274
H 2.019943 -2.365396 -0.351615
S -2.011511 0.689224 4.234042
C -1.157676 0.333446 2.944224
N -0.494186 0.042635 1.980311

Forces on atoms 1 to 2 (eV/Å):
Ir 0.1069 -1.2847 1.4111
Cl 0.4862 -0.0502 -2.4483

## Properties
2S+1: 10
E_tot in eV: -64361.1982
HOMO energy (alpha / beta) in eV: 1.78 / -1.45
Net charge: -2
Energy relative to the best compared isomer or geometry (same formula, charge and spin) in eV: 2.942
Frontier orbital gap (alpha / beta) in eV: 3.209 / 6.418
⟨S²⟩: 24.784
LUMO (alpha / beta) in eV: 4.99 / 4.97


Repeat the second record exactly.
DFT (the ωB97M-V functional and the def2-TZVPD basis) results for a structure of composition C25H27AuN4S at a distorted geometry.

CARTESIAN COORDINATES (ANGSTROEM)
Au 0.125760 -0.100949 0.637110
N -1.695056 -0.499223 1.736845
C -1.932943 0.735366 2.475822
C -3.111574 1.422446 2.249626
C -3.358419 2.610216 2.923055
C -2.413814 3.106650 3.807079
C -1.228282 2.416402 4.013740
C -0.963216 1.224918 3.349772
C 0.314785 0.495895 3.532639
C 1.019375 0.506900 4.740159
C 2.188388 -0.218331 4.902385
C 2.670127 -1.023954 3.879953
C 1.998293 -1.068676 2.662344
C 0.866367 -0.290505 2.536261
H -1.466088 -1.281873 2.346637
H -2.508536 -0.742787 1.181873
H -3.854727 1.016018 1.572304
H -4.291044 3.133683 2.765785
H -2.592990 4.035540 4.329793
H -0.482034 2.830701 4.678600
H 0.613008 1.063532 5.575093
H 2.713403 -0.174686 5.846465
H 3.575457 -1.601495 4.009161
H 2.360190 -1.686276 1.850993
S 0.479045 -2.083094 -1.300667
C -0.685767 -3.134774 -1.977366
N -0.702171 -4.432197 -1.559431
C -1.496252 -5.377497 -2.102213
C -2.351196 -5.020740 -3.099544
C -2.334983 -3.671584 -3.475477
N -1.544833 -2.758242 -2.937204
H -0.036663 -4.685623 -0.838495
H -1.407355 -6.378797 -1.704665
H -3.003086 -5.740221 -3.568914
H -2.996043 -3.321638 -4.260454
C -1.458301 0.633660 -3.640499
N -0.103040 0.599461 -3.031556
C 0.955411 0.591728 -4.081223
C 0.076748 1.736795 -2.053719
C 1.403757 1.716212 -1.345497
C 2.395292 2.576803 -1.817995
C 3.640996 2.641911 -1.222011
C 3.914185 1.821920 -0.139551
C 2.936024 0.965739 0.350294
C 1.671105 0.914516 -0.228564
H -1.583607 -0.247912 -4.262369
H -1.549099 1.538663 -4.237259
H -2.203855 0.636545 -2.849005
H 0.007510 -0.297979 -2.518529
H 0.899390 1.521562 -4.643615
H 0.776469 -0.255654 -4.737948
H 1.925532 0.494353 -3.603532
H -0.763839 1.700861 -1.354583
H -0.024355 2.645243 -2.647113
H 2.178928 3.209659 -2.671905
H 4.384666 3.333179 -1.593223
H 4.881158 1.862234 0.343920
H 3.171800 0.355391 1.206417

Forces on atoms 1 to 2 (eV/Å):
Au -0.4359 -0.1531 -0.3637
N 0.3100 -0.2100 0.0481

## Properties
E_tot in eV: -46836.1766
HOMO energy in eV: -13.75
Net charge: +2
Energy relative to the best compared isomer or geometry (same formula, charge and spin) in eV: 1.087
Frontier orbital gap in eV: 7.008
LUMO in eV: -6.75


- energy relative to the best compared isomer or geometry (same formula, charge and spin) of number 4 (C25H28CaCl3N5O3P)?
  0.000 eV


Repeat the second record exactly.
DFT (the ωB97M-V functional and the def2-TZVPD basis) results for a structure of composition C25H27AuN4S at a distorted geometry.

CARTESIAN COORDINATES (ANGSTROEM)
Au 0.125760 -0.100949 0.637110
N -1.695056 -0.499223 1.736845
C -1.932943 0.735366 2.475822
C -3.111574 1.422446 2.249626
C -3.358419 2.610216 2.923055
C -2.413814 3.106650 3.807079
C -1.228282 2.416402 4.013740
C -0.963216 1.224918 3.349772
C 0.314785 0.495895 3.532639
C 1.019375 0.506900 4.740159
C 2.188388 -0.218331 4.902385
C 2.670127 -1.023954 3.879953
C 1.998293 -1.068676 2.662344
C 0.866367 -0.290505 2.536261
H -1.466088 -1.281873 2.346637
H -2.508536 -0.742787 1.181873
H -3.854727 1.016018 1.572304
H -4.291044 3.133683 2.765785
H -2.592990 4.035540 4.329793
H -0.482034 2.830701 4.678600
H 0.613008 1.063532 5.575093
H 2.713403 -0.174686 5.846465
H 3.575457 -1.601495 4.009161
H 2.360190 -1.686276 1.850993
S 0.479045 -2.083094 -1.300667
C -0.685767 -3.134774 -1.977366
N -0.702171 -4.432197 -1.559431
C -1.496252 -5.377497 -2.102213
C -2.351196 -5.020740 -3.099544
C -2.334983 -3.671584 -3.475477
N -1.544833 -2.758242 -2.937204
H -0.036663 -4.685623 -0.838495
H -1.407355 -6.378797 -1.704665
H -3.003086 -5.740221 -3.568914
H -2.996043 -3.321638 -4.260454
C -1.458301 0.633660 -3.640499
N -0.103040 0.599461 -3.031556
C 0.955411 0.591728 -4.081223
C 0.076748 1.736795 -2.053719
C 1.403757 1.716212 -1.345497
C 2.395292 2.576803 -1.817995
C 3.640996 2.641911 -1.222011
C 3.914185 1.821920 -0.139551
C 2.936024 0.965739 0.350294
C 1.671105 0.914516 -0.228564
H -1.583607 -0.247912 -4.262369
H -1.549099 1.538663 -4.237259
H -2.203855 0.636545 -2.849005
H 0.007510 -0.297979 -2.518529
H 0.899390 1.521562 -4.643615
H 0.776469 -0.255654 -4.737948
H 1.925532 0.494353 -3.603532
H -0.763839 1.700861 -1.354583
H -0.024355 2.645243 -2.647113
H 2.178928 3.209659 -2.671905
H 4.384666 3.333179 -1.593223
H 4.881158 1.862234 0.343920
H 3.171800 0.355391 1.206417

Forces on atoms 1 to 2 (eV/Å):
Au -0.4359 -0.1531 -0.3637
N 0.3100 -0.2100 0.0481

## Properties
E_tot in eV: -46836.1766
HOMO energy in eV: -13.75
Net charge: +2
Energy relative to the best compared isomer or geometry (same formula, charge and spin) in eV: 1.087
Frontier orbital gap in eV: 7.008
LUMO in eV: -6.75